w:
Below is one molecule with the formula C3H3NO3, with properties calculated with the ωB97M-V functional and the def2-TZVPD basis.

Highest occupied orbital energy ... -9.690 eV
HOMO-LUMO gap ... 0.33632 Eh

Structure (XYZ):
```
10
Properties=species:S:1:pos:R:3:nbo_charge:R:1
N -1.0284 -1.5363 0.5823 -0.563
C -0.1422 -0.7396 0.1905 0.415
O -0.0205 -0.3182 -1.1152 -0.508
C -0.0816 0.9354 -1.4937 0.386
O -0.4865 1.8044 -0.5857 -0.672
C 0.9767 -0.3394 1.1121 0.360
O 1.9026 0.3460 0.7655 -0.462
H -1.6953 -1.7478 -0.1633 0.362
H -0.2850 2.3669 -1.4053 0.535
H 0.8612 -0.7634 2.1227 0.146
```

---

x:
Below is C3H3NO3 as an isolated structure, with properties calculated with the ωB97M-V functional and the def2-TZVPD basis.

Highest occupied orbital energy ... -10.265 eV
HOMO-LUMO gap ... 0.36369 Eh

Structure (XYZ):
```
10
Properties=species:S:1:pos:R:3:nbo_charge:R:1
N 0.7158 -1.4282 1.2620 -0.621
C 0.7252 -1.0568 -0.0146 0.518
O 0.5972 -1.5767 -1.0909 -0.591
C -1.0880 1.3082 -0.8918 0.664
O -2.2173 1.6503 -1.0346 -0.475
C 0.5850 0.2673 0.4921 0.274
O -0.4623 1.0291 0.3129 -0.498
H 0.0844 -2.2330 1.3392 0.382
H -0.2000 1.2717 -1.5267 0.126
H 1.2601 0.7680 1.1523 0.222
```

---

In eV, relative to the most stable structure: w 0.399; x 0.000.

---

w:
Below is a 3-piece molecular cluster, C4H14NO3 overall, with properties calculated with the ωB97M-V functional and the def2-TZVPD basis.

Total charge ... -1
Highest occupied orbital energy ... -3.854 eV
HOMO-LUMO gap ... 0.28062 Eh

Structure (XYZ):
```
22
Properties=species:S:1:pos:R:3:nbo_charge:R:1
C -1.6509 2.0947 -0.1450 -0.422
N -1.3460 0.7131 0.4784 -0.679
C 0.9932 1.2497 1.2482 -0.643
C 0.1526 0.1500 0.6315 -0.070
C 0.8895 -0.4492 -0.7170 -0.052
O 0.4697 -1.7278 -0.8768 -0.930
H -1.1469 2.4004 -1.1023 0.164
H -2.6586 2.3144 -0.1777 0.189
H -1.1144 2.8564 0.5985 0.166
H -1.8100 0.0703 -0.2818 0.387
H 1.8509 1.0929 1.8736 0.214
H 0.2883 1.6968 2.0856 0.189
H 1.0739 2.0749 0.4712 0.195
H 0.0833 -0.6869 1.3894 0.196
H 2.0301 -0.1874 -0.7392 0.092
H 0.5308 0.0131 -1.6319 0.132
H -2.2586 -2.2383 -0.5796 0.452
H -1.0294 -1.3983 -1.3300 0.512
O -2.0887 -1.7939 -1.4302 -1.054
H 2.9414 -2.2886 0.1027 0.457
H 1.4386 -2.8650 -0.0034 0.514
O 2.3611 -3.0911 0.1359 -1.009
```

---

x:
Below is a 3-piece molecular cluster, C4H14NO3 overall, with properties calculated with the ωB97M-V functional and the def2-TZVPD basis.

Total charge ... -1
Highest occupied orbital energy ... -3.468 eV
HOMO-LUMO gap ... 0.25646 Eh

Structure (XYZ):
```
22
Properties=species:S:1:pos:R:3:nbo_charge:R:1
C 0.3910 0.1298 2.4969 -0.659
C -0.2941 -0.5126 1.2288 -0.065
C -1.7746 -0.2265 1.1130 -0.602
N 0.3534 0.0107 -0.0590 -0.687
C 1.6547 -0.5249 -0.5066 0.129
O 2.2022 0.4810 -1.2730 -0.928
H 0.2766 1.2193 2.5608 0.199
H -0.1281 0.0438 3.4617 0.199
H 1.5157 -0.0480 2.4613 0.228
H -0.2812 -1.5817 1.2191 0.180
H -2.2896 -0.6522 2.0209 0.184
H -2.0514 0.8326 1.2963 0.193
H -2.1475 -0.5058 0.1521 0.213
H 0.3303 1.0058 0.1676 0.357
H 2.2342 -0.8997 0.3697 0.067
H 1.4627 -1.5009 -1.0590 0.087
H -0.9991 0.6023 -1.6588 0.503
H -2.2994 0.2183 -2.0084 0.442
O -1.7318 0.9834 -2.1952 -0.963
H 0.8660 0.9650 -3.5716 0.453
H 1.6007 -0.0722 -2.6521 0.508
O 1.1091 0.0324 -3.5643 -1.039
```

---

In eV, relative to the most stable structure: w 1.166; x 0.000.

---

w:
Below is one molecule with the formula C2H5NOS, with properties calculated with the ωB97M-V functional and the def2-TZVPD basis.

Highest occupied orbital energy (alpha / beta) ... -7.017 / -7.018 eV
HOMO-LUMO gap (alpha / beta) ... 0.27209 / 0.27219 Eh

Structure (XYZ):
```
10
Properties=species:S:1:pos:R:3:nbo_charge:R:1
C 0.5538 -0.6772 0.0468 0.047
C 0.8804 0.8155 0.1142 -0.676
N -0.7103 -1.0696 -0.0822 -0.645
O -2.2058 1.1447 -0.3038 -0.960
S -2.2368 -0.3223 -0.2047 0.905
H 1.4676 -1.1983 -0.0112 0.203
H 1.3564 0.9730 1.0158 0.222
H -0.0185 1.3746 0.1369 0.266
H 1.7546 1.0050 -0.5629 0.226
H -0.8414 -2.0454 -0.1490 0.414
```

---

x:
Below is one molecule with the formula C2H5NOS, with properties calculated with the ωB97M-V functional and the def2-TZVPD basis.

Highest occupied orbital energy ... -9.528 eV
HOMO-LUMO gap ... 0.37600 Eh
Structure (SMILES) ... NC(=O)CS

Structure (XYZ):
```
10
Properties=species:S:1:pos:R:3:nbo_charge:R:1
O 0.3739 -1.7634 0.9371 -0.618
S -0.7153 1.2485 -1.3748 -0.059
C 0.1711 -0.5917 0.5740 0.647
N 1.0948 0.3761 0.9123 -0.827
C -1.0283 -0.2473 -0.3004 -0.597
H 0.2788 0.8058 -2.1066 0.126
H 1.0072 1.3357 0.6004 0.407
H 1.9034 0.0646 1.3793 0.405
H -1.1585 -1.1188 -0.9569 0.255
H -1.9270 -0.1094 0.3355 0.260
```

---

In eV, relative to the most stable structure: w 3.013; x 0.000.

---

w:
Below is one molecule with the formula C5H7ClN2, with properties calculated with the ωB97M-V functional and the def2-TZVPD basis.

Highest occupied orbital energy ... -8.859 eV
HOMO-LUMO gap ... 0.33310 Eh

Structure (XYZ):
```
15
Properties=species:S:1:pos:R:3:nbo_charge:R:1
C -1.4019 2.6464 -0.4225 0.085
C -0.5504 -0.1666 -1.2792 0.145
C 0.2511 -0.6325 -0.0522 0.018
C 1.7655 -0.6487 0.0868 -0.641
C -0.4722 -1.7049 0.7403 -0.625
N -0.5982 1.8608 0.1570 -0.255
N -0.2992 0.6377 -0.3220 -0.279
Cl -1.8881 2.4163 -2.0806 0.010
H -1.7704 3.5070 0.1241 0.217
H 2.2646 -0.5879 -0.8533 0.224
H 2.0866 -1.6364 0.4037 0.216
H 2.1776 0.2345 0.6610 0.227
H 0.4017 -2.4999 0.7529 0.213
H -1.4413 -2.0887 0.3673 0.231
H -0.5253 -1.3373 1.7166 0.213
```

---

x:
Below is a 2-piece molecular cluster, C5H7ClN2 overall, with properties calculated with the ωB97M-V functional and the def2-TZVPD basis.

Highest occupied orbital energy ... -9.196 eV
HOMO-LUMO gap ... 0.36039 Eh
Structure (SMILES) ... C=Cn1ccnc1.Cl

Structure (XYZ):
```
15
Properties=species:S:1:pos:R:3:nbo_charge:R:1
C -1.6698 0.5803 1.8503 -0.069
C -1.2160 -0.1525 0.7767 -0.118
C 0.4550 0.7580 1.9780 0.198
C 0.8571 -1.4939 -0.9036 -0.466
C 1.1514 -0.5976 0.0691 0.009
N -0.6290 1.1379 2.6010 -0.445
N 0.1913 -0.0427 0.8950 -0.388
Cl 0.3951 1.8970 -3.4748 -0.259
H -2.7083 0.6918 2.0455 0.209
H -1.7012 -0.8530 0.0651 0.232
H 1.5077 0.7161 2.3453 0.201
H 1.6807 -1.8459 -1.5663 0.220
H -0.1636 -1.6630 -1.2562 0.202
H 0.2929 1.0061 -2.6105 0.258
H 2.1813 -0.2995 0.2398 0.217
```

---

In eV, relative to the most stable structure: w 4.295; x 0.000.

---

w:
Below is a 2-piece molecular cluster, C3H7IN overall, with properties calculated with the ωB97M-V functional and the def2-TZVPD basis.

Total charge ... +1
Highest occupied orbital energy ... -12.848 eV
HOMO-LUMO gap ... 0.24763 Eh

Structure (XYZ):
```
12
Properties=species:S:1:pos:R:3:nbo_charge:R:1
C 0.1581 0.5085 0.5486 -0.024
C -0.0627 1.0324 1.9158 0.307
C -0.9123 0.7237 -0.4893 -0.632
N 0.8120 1.7035 1.1885 -0.400
I 1.1739 -3.3040 -1.3762 -0.145
H 0.8422 -0.3682 0.3841 0.247
H -0.4838 1.1489 2.9522 0.298
H -0.4014 1.0201 -1.3759 0.254
H -1.5116 1.5308 0.0236 0.225
H -1.2319 -0.3310 -0.5404 0.268
H 0.8694 -4.8934 -1.7288 0.148
H 1.1564 2.5272 0.8730 0.454
```

---

x:
Below is an isolated ion of composition C3H7IN and charge +1, with properties calculated with the ωB97M-V functional and the def2-TZVPD basis.

Total charge ... +1
Highest occupied orbital energy (alpha / beta) ... -12.939 / -13.196 eV
HOMO-LUMO gap (alpha / beta) ... 0.30132 / 0.29969 Eh

Structure (XYZ):
```
12
Properties=species:S:1:pos:R:3:nbo_charge:R:1
C -0.4064 -0.3075 -0.6320 0.074
C 1.3147 0.5973 0.4919 -0.278
C -1.2875 -0.8502 0.4254 -0.694
N 0.3561 1.0043 -0.5970 -0.588
I 3.2217 -0.1571 0.1520 0.336
H 0.0616 -0.8048 -1.4794 0.214
H 1.0872 0.5096 1.5559 0.258
H -1.1125 -1.8744 0.6040 0.269
H -2.2428 -0.9029 0.0054 0.263
H -1.3183 -0.1543 1.2962 0.240
H 0.5519 1.1710 -1.5677 0.466
H -0.2256 1.7690 -0.2549 0.440
```

---

In eV, relative to the most stable structure: w 0.000; x 0.714.

---

w:
Below is an isolated ion of composition C6H11N4 and charge +1, with properties calculated with the ωB97M-V functional and the def2-TZVPD basis.

Total charge ... +1
Highest occupied orbital energy ... -14.409 eV
HOMO-LUMO gap ... 0.36848 Eh

Structure (XYZ):
```
21
Properties=species:S:1:pos:R:3:nbo_charge:R:1
C 0.9077 2.3489 -0.6181 0.220
C 0.7996 0.3552 -1.7188 0.403
C 1.3533 1.0165 -0.5074 -0.279
C -0.1494 0.2056 0.6934 0.069
C -0.1942 -1.5249 2.4481 -0.556
C 0.0205 -1.2078 0.9215 -0.512
N 0.3008 3.3079 -0.7804 -0.254
N 1.4209 0.0343 -2.7458 -0.579
N -0.6017 0.1004 -1.5704 -0.481
N -1.2587 0.4935 -0.2692 -0.413
H 2.2788 0.8385 -0.0739 0.288
H -0.1919 0.8237 1.5111 0.226
H -1.2502 -1.1220 2.6046 0.194
H 0.4562 -0.9626 3.0045 0.209
H -0.0905 -2.5550 2.6173 0.238
H -0.8147 -1.8139 0.4556 0.237
H 0.8965 -1.7529 0.4937 0.263
H 0.9826 -0.3971 -3.5534 0.385
H -1.2600 -0.0655 -2.3161 0.428
H -2.2759 0.3946 -0.1319 0.469
H -1.3298 1.4825 -0.4645 0.446
```

---

x:
Below is an isolated ion of composition C6H11N4 and charge +1, with properties calculated with the ωB97M-V functional and the def2-TZVPD basis.

Total charge ... +1
Highest occupied orbital energy ... -14.726 eV
HOMO-LUMO gap ... 0.39661 Eh
Structure (SMILES) ... C[C@@H]1CCn2nn[n+](C)c21

Structure (XYZ):
```
21
Properties=species:S:1:pos:R:3:nbo_charge:R:1
C -0.4091 -0.7998 0.0636 0.467
C -1.0333 1.3259 0.6895 -0.399
C -2.1562 0.4742 1.2112 -0.249
C -0.1059 0.5708 -0.2948 -0.323
C 1.2870 0.9956 -0.2049 -0.626
C 1.0796 -2.5805 -0.7234 -0.399
N -1.9256 -2.1316 1.1867 0.072
N -1.0565 -2.8446 0.6485 -0.014
N -1.7135 -0.8533 0.9527 -0.132
N -0.1476 -2.0651 0.0277 -0.147
H -1.4600 2.2888 0.3619 0.269
H -0.2780 1.5563 1.5740 0.238
H -2.4089 0.4970 2.2759 0.256
H -3.2451 0.5590 0.8735 0.250
H -0.4036 0.7637 -1.4261 0.280
H 2.0669 0.3669 -0.7985 0.236
H 1.7309 0.8127 0.8334 0.227
H 1.4339 2.0798 -0.4466 0.263
H 1.9324 -1.8915 -0.3981 0.233
H 1.1485 -3.6227 -0.5274 0.261
H 1.1034 -2.3450 -1.7293 0.236
```

---

In eV, relative to the most stable structure: w 1.641; x 0.000.

---

w:
Below is a 2-piece molecular cluster, C3H9S2 overall, with properties calculated with the ωB97M-V functional and the def2-TZVPD basis.

Total charge ... -1
Highest occupied orbital energy ... -2.523 eV
HOMO-LUMO gap ... 0.22060 Eh

Structure (XYZ):
```
14
Properties=species:S:1:pos:R:3:nbo_charge:R:1
C 0.1967 1.8420 2.3455 -0.681
S 1.7166 1.8557 1.1172 -0.183
H -0.6644 1.2557 2.0248 0.273
H -0.0634 2.9107 2.2412 0.202
H 0.6289 1.3521 3.2824 0.206
C -0.4255 -1.1744 -2.2428 -0.613
C -0.3160 -1.4486 -0.7396 -0.519
S -1.4693 -0.5133 0.3286 -0.714
H -1.1162 -0.2094 -2.3989 0.199
H 0.5405 -0.8170 -2.4317 0.180
H -0.6335 -1.9348 -2.8715 0.174
H 0.7877 -1.2976 -0.6278 0.150
H -0.5480 -2.4566 -0.7944 0.170
H 1.3658 0.6356 0.7670 0.157
```

---

x:
Below is a 2-piece molecular cluster, C3H9S2 overall, with properties calculated with the ωB97M-V functional and the def2-TZVPD basis.

Total charge ... -1
Highest occupied orbital energy ... -2.828 eV
HOMO-LUMO gap ... 0.22534 Eh

Structure (XYZ):
```
14
Properties=species:S:1:pos:R:3:nbo_charge:R:1
S 1.7160 -0.4268 1.7542 -1.062
H 2.4240 -0.0421 2.8347 0.098
C -0.7508 -1.5134 -0.1521 -0.622
C -0.0758 -0.3379 -0.8456 -0.426
C -0.4575 1.0094 -0.2379 -0.543
S 0.2523 2.3739 -1.2041 -0.096
H -0.4908 -2.5049 -0.6651 0.192
H -1.8735 -1.4363 -0.1128 0.176
H -0.3953 -1.6025 0.8976 0.260
H 1.0397 -0.4974 -0.7604 0.253
H -0.3417 -0.3655 -1.9313 0.173
H -0.0696 0.9695 0.7740 0.289
H -1.5657 1.1890 -0.1681 0.184
H 0.5887 3.1850 -0.1831 0.124
```

---

y:
Below is a 2-piece molecular cluster, C3H9S2 overall, with properties calculated with the ωB97M-V functional and the def2-TZVPD basis.

Total charge ... -1
Highest occupied orbital energy ... -2.498 eV
HOMO-LUMO gap ... 0.21939 Eh

Structure (XYZ):
```
14
Properties=species:S:1:pos:R:3:nbo_charge:R:1
C -0.1321 0.7900 2.2931 -0.724
S 1.2998 1.8981 1.7524 -0.129
H -0.7169 0.2098 1.4323 0.246
H -1.0075 1.2865 2.6588 0.190
H 0.2083 0.2125 3.1656 0.208
C -0.5161 -0.1787 -1.9096 -0.655
C 0.0496 -1.3818 -0.9910 -0.533
S 1.7822 -1.1266 -0.6081 -0.680
H -0.6148 0.8874 -1.3946 0.179
H 0.3860 -0.0655 -2.6354 0.216
H -1.4609 -0.2188 -2.5200 0.172
H -0.0458 -2.2673 -1.6093 0.174
H -0.6132 -1.4698 -0.1677 0.159
H 1.3814 1.4242 0.5337 0.178
```

---

In eV, relative to the most stable structure: w 1.669; x 0.000; y 1.235.